[1]
Entry from the OMol25 dataset: 26 unconnected molecules or ions with the total composition C20H66Br2F2O27 in a non-equilibrium geometry (ωB97M-V with the def2-TZVPD basis set).

Computed properties:
Orbital gap, eV: 8.6
ΔE to the lowest compared entry with this formula, charge and spin, kcal/mol: 0.00
2S+1: 1

Atoms and positions in Å:
O1 -2.04 -5.15 -1.05
H1 2.79 2.37 2.27
O2 -0.41 -3.56 -7.91
C1 -5.45 0.34 0.24
H2 1.37 5.83 5.78
H3 -3.72 -3.37 -5.57
O3 8.89 2.86 0.49
H4 2.17 -0.07 3.28
H5 -3.40 -3.64 0.77
C2 -2.30 1.84 4.05
H6 7.23 2.01 -0.74
H7 8.15 2.93 1.09
H8 -0.26 -2.20 2.24
H9 -0.29 -4.13 -2.44
C3 0.39 -0.49 -0.16
O4 0.41 0.81 -3.09
H10 3.02 -1.71 1.58
H11 1.78 -1.82 -1.89
O5 -3.33 0.29 -2.58
H12 -6.28 -0.48 -1.60
H13 4.29 2.32 1.97
O6 -1.92 3.05 6.96
H14 1.32 -3.66 -2.99
O7 3.95 0.66 -0.86
H15 1.56 2.89 -5.78
O8 -4.88 -5.45 -6.54
C4 -2.19 1.46 1.66
H16 -0.61 -2.66 -5.20
C5 -4.30 1.73 2.72
H17 1.61 6.82 4.64
H18 -3.06 -0.70 5.89
O9 1.93 6.57 5.51
H19 -6.70 -3.19 -1.38
O10 3.56 -4.02 -4.09
O11 -3.77 -0.56 6.52
O12 3.44 1.93 1.71
H20 -1.43 -5.48 -0.38
C6 0.54 0.54 2.03
H21 -2.31 -3.96 -5.63
H22 -5.61 -5.45 -7.16
O13 -6.00 -3.66 -1.84
O14 3.06 4.37 -2.06
H23 -4.13 0.30 6.27
C7 -3.58 1.51 1.55
C8 1.95 -2.26 -0.91
F1 -4.42 2.12 5.03
H24 -1.13 -3.47 -8.55
C9 -0.06 1.52 2.97
H25 11.84 0.69 0.23
O15 11.10 0.47 0.81
H26 11.11 -0.49 0.86
O16 -3.05 6.26 6.75
H27 -3.66 5.80 6.17
O17 1.97 2.64 -4.94
H28 9.52 2.29 0.94
H29 -3.65 1.09 -0.58
H30 8.61 -1.27 -0.69
C10 -4.31 1.37 0.23
C11 -6.25 0.47 -1.07
H31 -6.10 0.42 1.11
O18 0.61 2.20 3.72
C12 -3.68 1.89 3.94
H32 -0.55 -4.42 -7.52
O19 7.90 -1.21 -0.05
O20 -4.21 -3.54 1.29
H33 1.05 -5.20 -2.14
H34 -2.61 0.43 -3.21
O21 -2.92 -3.40 -6.12
H35 -4.55 -2.67 1.03
C13 1.51 -1.27 0.15
O22 0.21 4.31 -0.72
H36 3.09 5.00 -2.78
O23 -1.08 -2.55 1.86
O24 -0.20 -3.50 -4.98
C14 0.77 -4.15 -2.20
H37 3.69 -3.57 -3.25
H38 0.94 4.03 -1.28
C15 -1.27 1.25 0.50
F2 -4.83 -0.93 0.21
H39 -5.77 1.19 -1.73
H40 -2.03 -5.83 -1.73
H41 0.03 -3.06 -0.49
H42 1.66 3.43 6.45
H43 5.80 1.42 -0.88
H44 -2.57 3.50 7.52
H45 -0.24 1.23 -2.49
H46 4.55 0.06 -0.40
H47 -4.24 -4.82 -6.90
Br1 3.82 -2.76 -0.74
H48 -4.71 2.35 -0.03
H49 -3.38 -0.67 -2.49
O25 -1.40 1.76 -0.60
H50 0.52 3.19 5.47
C16 -1.55 1.62 2.91
H51 7.48 -0.36 -0.23
O26 6.59 1.42 -0.31
H52 -1.78 -2.09 2.33
H53 -7.25 0.85 -0.86
H54 3.56 -3.31 -4.74
H55 -0.28 3.50 -0.55
C17 2.14 -1.11 1.38
H56 -1.83 1.96 5.02
H57 -1.06 3.40 7.26
H58 1.44 1.89 -4.63
C18 1.67 -0.20 2.33
C19 0.97 -3.48 -0.83
O27 0.76 3.70 6.26
H59 3.24 4.90 -1.27
Br2 1.41 -4.78 0.58
H60 0.57 -3.53 -5.55
H61 -0.12 -0.60 -1.11
H62 1.25 1.17 -2.79
H63 -2.18 5.99 6.44
C20 -0.08 0.39 0.79
H64 -5.38 1.80 2.69
H65 3.21 0.75 -0.24
H66 -5.20 -3.35 -1.40

=====

[2]
Entry from the OMol25 dataset: 5 unconnected molecules or ions with the total composition H10O5 in a non-equilibrium geometry (ωB97M-V with the def2-TZVPD basis set).

Computed properties:
Orbital gap, eV: 11.1
ΔE to the lowest compared entry with this formula, charge and spin, kcal/mol: 47.00
Structure (SMILES): O.O.O.O.O
2S+1: 1

Atoms and positions in Å:
O1 1.73 1.62 -2.16
H1 -0.55 -3.35 1.68
H2 -0.92 -3.55 0.22
H3 1.23 -0.14 0.11
O2 1.03 0.29 0.95
H4 -2.65 -2.40 1.32
H5 1.18 1.61 -1.37
O3 -0.53 -2.91 0.82
O4 1.10 4.21 -1.17
H6 0.22 -0.14 1.25
H7 1.27 2.21 -2.76
H8 1.33 4.90 -1.80
H9 -2.30 -3.86 1.53
H10 0.38 4.59 -0.66
O5 -2.51 -3.06 2.01

=====

[3]
Entry from the OMol25 dataset: a molecular structure, C4H6ErO7 in a non-equilibrium geometry (ωB97M-V with the def2-TZVPD basis set).

Computed properties:
Orbital gap (spin up / spin down), eV: 6.3 / 6.6
ΔE to the lowest compared entry with this formula, charge and spin, kcal/mol: 37.76
2S+1: 4
Charge: +1

Atoms and positions in Å:
C1 -4.22 -0.63 -0.22
O1 -4.75 0.62 -0.65
O2 0.02 -0.34 0.00
O3 -4.65 -0.95 0.93
H1 -5.69 0.65 -0.41
O4 -2.80 -0.51 -0.37
O5 1.94 0.65 0.47
Er1 4.37 -0.21 0.02
O6 1.99 -1.31 -0.50
C2 1.32 -0.34 -0.02
O7 -4.55 -1.66 -1.33
H2 -2.53 -2.49 0.18
H3 -2.01 -1.28 1.38
H4 -0.13 -2.40 0.17
C3 -0.68 -1.57 -0.28
H5 -5.39 -2.04 -1.05
H6 -0.71 -1.71 -1.37
C4 -2.06 -1.50 0.30

=====

[4]
Entry from the OMol25 dataset: a single H2IO2PS molecule in a non-equilibrium geometry (ωB97M-V with the def2-TZVPD basis set).

Computed properties:
Orbital gap, eV: 9.1
ΔE to the lowest compared entry with this formula, charge and spin, kcal/mol: 40.54
Structure (SMILES): OP(O)(=S)I
2S+1: 1

Atoms and positions in Å:
O1 0.32 -0.43 1.44
S1 -2.02 1.27 0.11
H1 1.10 1.45 -0.93
P1 -0.59 -0.02 0.14
O2 0.99 0.52 -1.13
I1 -0.97 -2.15 -0.94
H2 1.17 -0.65 1.31

=====

[5]
Entry from the OMol25 dataset: 2 unconnected molecules or ions with the total composition C2H5NOS in a non-equilibrium geometry (ωB97M-V with the def2-TZVPD basis set).

Computed properties:
Orbital gap, eV: 9.3
ΔE to the lowest compared entry with this formula, charge and spin, kcal/mol: 65.73
2S+1: 1

Atoms and positions in Å:
C1 0.30 1.51 1.15
H1 -1.02 0.01 0.69
C2 -0.72 0.71 1.40
H2 0.56 2.39 1.82
H3 0.81 1.30 0.30
N1 0.18 -2.56 -2.21
H4 -0.24 -2.18 -3.12
H5 -1.47 0.87 2.24
O1 0.79 -0.29 -1.15
S1 0.82 -1.77 -1.11

=====

[6]
Entry from the OMol25 dataset: 11 unconnected molecules or ions with the total composition C62H142BN10O22 in a non-equilibrium geometry (ωB97M-V with the def2-TZVPD basis set).

Computed properties:
Orbital gap, eV: 8.3
2S+1: 1
Charge: -1

Atoms and positions in Å:
H1 -6.14 6.30 -5.54
H2 4.69 -5.31 -10.31
H3 9.35 5.95 6.08
O1 4.62 -6.93 -9.21
C1 -4.49 3.78 6.08
C2 -4.52 -4.70 -5.95
C3 5.30 -7.74 -7.12
C4 -3.10 4.46 6.08
H4 -6.34 -8.86 3.63
C5 2.41 0.94 9.15
H5 -6.59 -12.62 6.47
H6 2.35 -5.42 -5.45
H7 -4.42 3.15 8.22
O2 6.18 2.10 -5.74
C6 -10.45 -1.41 2.30
H8 -4.00 1.97 6.99
O3 -6.02 -10.74 2.97
H9 -3.73 3.43 -2.07
C7 7.38 1.67 5.00
C8 3.99 8.27 1.54
H10 -7.05 -10.37 5.53
C9 -4.09 5.56 -1.49
H11 -6.38 -11.00 1.02
H12 -8.03 0.90 -1.10
C10 -3.21 4.38 -2.04
H13 1.67 -7.28 -2.31
H14 5.27 3.90 -5.62
H15 9.93 4.05 7.15
H16 4.07 8.58 -0.94
H17 1.64 -4.10 8.63
C11 -6.55 -5.05 -9.35
H18 6.75 3.88 -3.47
H19 -6.07 -9.31 1.36
H20 7.87 4.15 5.88
H21 -8.55 -0.76 -0.84
H22 -5.94 -10.47 8.03
C12 -9.24 0.64 1.36
C13 10.05 4.11 6.07
H23 3.66 10.53 2.88
H24 6.58 1.00 -4.05
H25 0.98 -1.04 11.34
O4 -0.24 0.13 2.24
H26 -4.77 -10.39 1.53
H27 -11.07 -1.10 1.46
C14 -4.43 7.51 -4.07
C15 10.09 4.44 -3.07
O5 -3.14 5.34 4.98
H28 -7.89 0.26 3.37
H29 0.99 -6.11 -3.33
H30 3.64 -7.04 -7.27
H31 9.73 5.40 -3.42
O6 -3.38 -2.85 0.62
H32 8.08 2.11 -4.60
N1 4.68 7.79 -0.76
C16 -6.37 -4.06 -10.52
H33 3.18 -3.78 8.14
C17 -5.33 -3.95 -7.10
C18 -9.12 -0.65 2.14
C19 -5.54 -11.48 8.12
B1 -0.32 -1.25 1.54
H34 -4.32 -4.08 -5.08
H35 -3.72 4.72 -6.16
C20 4.44 -6.18 -5.63
H36 4.80 1.21 -4.42
H37 -3.75 -2.57 -7.76
H38 -2.91 5.06 6.97
H39 3.28 0.40 8.80
N2 1.69 -0.44 10.94
H40 -7.13 -4.52 -5.91
C21 4.93 -6.35 -10.54
H41 -2.32 3.70 5.95
H42 8.79 3.66 4.46
H43 -2.40 4.42 -1.31
H44 11.29 9.31 8.28
H45 -1.41 6.49 -4.15
H46 6.68 7.59 0.88
H47 3.86 6.47 0.49
H48 -3.58 6.53 -1.55
C22 11.47 6.07 6.05
C23 -5.23 5.71 -2.36
H49 -1.52 6.27 5.85
H50 -2.80 2.64 -4.00
H51 -0.57 5.27 -3.25
H52 -8.53 -5.54 -8.36
H53 -4.96 -11.15 10.62
H54 4.81 9.57 3.82
C24 -2.04 3.42 -3.94
H55 -7.10 6.02 -4.17
H56 1.78 -3.18 7.01
H57 4.25 -6.92 -11.16
H58 -6.72 -10.82 10.60
H59 -1.70 6.52 -2.52
H60 3.75 7.78 2.48
H61 -6.18 4.62 -4.85
C25 7.22 3.85 -4.46
H62 2.62 1.72 9.89
C26 2.17 -3.38 8.01
C27 -5.61 -12.25 6.76
O7 -3.27 5.42 -5.68
C28 -2.60 4.74 -3.37
H63 2.44 -5.68 -2.26
H64 -9.44 0.25 -1.93
H65 3.35 -4.95 -4.13
O8 10.36 8.11 6.72
H66 5.96 0.25 -5.34
H67 2.40 -1.14 10.80
C29 5.93 6.80 0.95
H68 -4.35 7.80 -5.12
H69 -2.51 7.13 4.64
O9 1.01 -1.45 0.75
H70 5.24 -6.41 -4.92
O10 -0.45 -2.36 2.48
C30 9.20 3.20 -3.33
O11 -6.01 -12.23 9.23
H71 10.29 4.57 -2.00
H72 -8.54 -4.31 -9.51
H73 -8.38 -1.24 1.61
H74 12.67 4.91 -2.40
O12 -9.81 0.52 0.11
H75 -5.31 -12.03 4.91
C31 -5.68 -9.69 3.88
H76 -8.55 -1.08 4.07
C32 -6.75 -3.80 -6.63
H77 -6.93 -2.88 -6.09
O13 -1.57 -1.36 0.62
H78 -10.49 -2.50 2.28
C33 -1.52 5.80 -3.32
H79 -7.33 -6.78 -10.62
H80 5.46 10.89 2.95
C34 1.02 0.61 2.02
H81 6.18 5.98 0.28
H82 9.60 9.45 8.11
H83 7.04 0.67 5.28
H84 10.93 3.51 5.86
H85 5.95 6.42 1.97
H86 11.97 5.63 5.19
C35 1.36 -0.07 9.60
C36 -7.81 -3.53 -7.76
H87 11.48 7.90 4.94
H88 2.21 1.49 8.23
H89 6.48 2.29 5.03
C37 -7.94 -4.68 -8.68
O14 11.29 4.32 -3.89
H90 5.97 -6.38 -10.86
H91 -4.96 -5.67 -5.72
H92 -7.15 -3.92 -11.27
H93 -1.26 3.14 -3.24
H94 -3.90 3.66 4.24
C38 -5.95 -11.58 10.50
H95 5.85 -5.98 -7.99
C39 1.94 -6.41 -2.90
C40 -4.89 6.00 -3.83
C41 -6.53 -6.47 -9.95
H96 -5.81 -9.38 6.05
C42 -2.00 6.19 4.87
O15 1.62 1.66 2.44
O16 4.86 9.30 1.72
H97 -10.98 -1.07 3.19
H98 6.23 -7.60 -6.56
H99 8.45 2.94 -2.58
C43 5.66 -7.00 -8.32
H100 -5.62 2.37 7.15
O17 2.88 -0.22 0.47
H101 -3.55 -4.98 -6.37
H102 0.39 -1.87 9.09
N3 -5.17 -11.37 5.67
H103 13.14 5.11 -4.10
H104 -3.45 7.75 -3.66
H105 0.42 0.49 9.65
C44 -4.63 2.83 7.20
C45 -5.84 -10.32 1.69
C46 1.19 -1.30 8.63
H106 10.54 10.07 6.79
H107 -5.82 4.80 -2.39
C47 5.82 1.19 -4.81
N4 -8.72 -0.32 3.42
C48 -8.91 0.26 -0.98
O18 2.83 -6.91 -3.98
N5 4.11 -7.34 -6.43
C49 -1.59 -3.01 2.29
H108 -6.44 -7.21 -9.15
H109 -4.77 -1.92 -6.56
N6 -3.73 5.08 -4.29
H110 -8.79 -3.34 -7.32
H111 4.75 -5.27 -6.15
H112 0.97 -0.89 7.65
O19 -2.03 -3.99 2.92
H113 7.67 1.65 3.95
H114 -5.95 6.44 -1.98
N7 -5.39 -4.76 -8.39
H115 7.40 4.93 -4.51
H116 -5.29 4.50 5.90
H117 -4.87 -13.04 6.87
C50 4.68 10.13 2.90
H118 5.65 8.05 -0.91
H119 -3.80 -4.37 -9.27
C51 10.50 9.27 7.53
N8 -4.42 3.03 4.84
H120 11.89 5.80 7.02
H121 -4.68 -9.31 3.70
C52 -6.17 5.69 -4.63
C53 12.32 5.21 -3.38
C54 6.28 3.49 -5.59
O20 2.34 -2.13 8.66
H122 -1.43 5.83 4.01
C55 -4.80 -2.53 -7.47
H123 -4.49 -11.25 8.32
H124 6.70 3.80 -6.55
H125 -5.61 -4.46 -11.19
H126 -3.82 2.22 4.82
H127 -6.17 -12.25 11.33
C56 11.54 7.63 6.00
C57 1.73 -0.37 0.96
H128 11.93 6.21 -3.23
C58 8.73 3.58 5.55
H129 -5.40 -2.01 -8.22
C59 4.57 7.29 0.55
H130 3.01 8.61 1.23
H131 -7.43 -2.69 -8.33
H132 -1.55 3.59 -4.90
N9 8.47 3.04 -4.54
H133 -9.96 1.24 1.92
H134 -8.33 1.24 1.32
H135 5.18 -8.80 -7.34
H136 6.65 -7.21 -8.74
C60 -5.99 -10.20 5.36
H137 -5.60 -6.65 -10.50
N10 10.20 5.51 5.76
H138 12.45 8.05 6.42
H139 -6.17 -3.03 -10.22
C61 3.15 -5.79 -4.81
H140 9.90 2.37 -3.43
H141 -5.03 8.31 -3.65
C62 -2.28 -2.38 1.10
O21 8.41 2.27 5.85
H142 -4.27 5.32 -0.45
O22 -4.10 -5.15 -8.81

=====

[7]
Entry from the OMol25 dataset: a molecular structure, C25H28F5N2RuS2Se in a non-equilibrium geometry (ωB97M-V with the def2-TZVPD basis set).

Computed properties:
Orbital gap (spin up / spin down), eV: 6.6 / 6.3
ΔE to the lowest compared entry with this formula, charge and spin, kcal/mol: 0.00
2S+1: 2

Atoms and positions in Å:
C1 2.14 2.33 -3.88
C2 -0.22 1.52 -3.97
H1 -0.51 2.54 -3.72
N1 0.50 0.11 -1.40
H2 1.87 3.26 -3.38
C3 0.19 3.87 1.23
C4 -0.18 3.79 -0.12
F1 3.61 -0.52 3.24
C5 -2.63 -3.25 -0.90
H3 -1.02 -7.04 0.87
H4 2.50 6.33 1.05
C6 -2.02 -5.18 0.44
H5 -2.98 -5.28 -1.47
C7 1.39 5.56 -0.61
H6 -0.26 -0.18 -2.02
C8 1.16 4.77 1.64
C9 0.08 0.68 4.91
H7 -2.54 -2.05 -2.68
C10 0.26 0.74 3.54
H8 1.88 -0.01 -5.12
H9 -3.52 -3.52 -2.84
S1 1.72 0.52 1.19
C11 1.76 5.62 0.72
C12 -2.11 -2.40 0.09
H10 1.84 6.23 -1.33
H11 -0.22 -1.31 1.80
Se1 -2.37 -0.50 -0.15
F2 -0.80 1.14 2.79
C13 -1.45 -4.32 1.37
C14 -1.47 -2.94 1.21
C15 0.43 4.66 -1.03
C16 2.28 -0.20 5.13
H12 -0.28 1.39 -5.05
H13 3.17 2.09 -3.61
H14 1.02 2.03 -1.60
S2 -1.43 2.67 -0.68
C17 -3.24 -2.71 -2.17
H15 0.12 4.62 -2.07
H16 1.11 -0.68 -1.23
Ru1 -0.44 0.83 0.35
N2 1.29 1.15 -2.01
C18 1.45 0.37 2.92
C19 1.68 -0.12 -4.06
H17 0.93 -0.91 -3.94
H18 2.09 2.50 -4.96
H19 -2.65 -6.91 1.53
H20 2.60 -0.43 -3.56
F3 0.94 0.15 7.03
H21 -1.59 -1.58 2.87
F4 -1.08 1.07 5.45
C20 1.10 0.22 5.71
H22 -0.97 -4.74 2.25
H23 -2.42 -7.20 -0.20
H24 -0.20 -2.67 2.92
C21 2.45 -0.11 3.76
H25 -0.97 0.85 -3.53
H26 -0.33 3.25 1.95
H27 -4.13 -2.11 -1.96
C22 1.20 1.21 -3.48
C23 -2.02 -6.67 0.66
F5 3.26 -0.69 5.89
H28 1.43 4.82 2.69
C24 -2.58 -4.62 -0.70
C25 -0.83 -2.08 2.26

=====

[8]
Entry from the OMol25 dataset: a molecular structure, C5H8O in a non-equilibrium geometry (ωB97M-V with the def2-TZVPD basis set).

Computed properties:
Orbital gap, eV: 9.3
ΔE to the lowest compared entry with this formula, charge and spin, kcal/mol: 102.71
2S+1: 1

Atoms and positions in Å:
H1 -1.39 0.96 -1.25
C1 1.40 -0.27 -0.36
O1 -1.19 1.18 0.80
H2 -0.65 1.96 0.68
H3 -3.11 -0.35 -0.07
H4 -1.85 -1.34 0.70
C2 -1.11 0.37 -0.37
H5 3.41 -0.72 0.49
H6 -2.07 -1.42 -1.06
C3 -2.10 -0.76 -0.19
H7 3.31 0.68 -0.68
C4 2.75 -0.03 -0.02
H8 1.89 0.15 0.91
C5 0.23 -0.15 -0.66

=====

Q: Which electronic energy values were calculated for the entries above? A: -8180.97573; -382.14928; -1697.36093; -1188.93674; -607.30207; -4674.77426; -4870.93388; -270.39421, in hartree.